Record 1
C24H63N7O7 as an isolated structure in a non-equilibrium geometry, computed with ωB97M-V with the def2-TZVPD basis set.

Geometry as XYZ:
```
101
Properties=species:S:1:pos:R:3:forces:R:3:mulliken_charge:R:1
N 0.51002 1.50820 2.99981 -1.202 5.485 5.398 0.52
H 0.89262 0.87842 3.69053 -0.370 0.578 0.777 0.60
H 0.58518 0.98763 2.13757 0.983 -0.968 -0.941 -0.49
H 0.99195 2.39490 2.95958 0.003 0.449 0.625 0.32
H -0.48531 1.66171 3.07620 -0.342 0.301 0.951 0.49
N -0.07155 -1.54657 2.76820 -5.205 8.825 3.550 0.58
H -1.05347 -1.49967 3.00000 0.301 -0.436 1.054 0.45
H 0.04021 -0.89402 2.00545 -1.077 0.330 0.921 -0.64
H 0.29764 -2.42476 2.43266 -0.324 0.320 -1.106 -0.18
H 0.56933 -1.15416 3.44302 -0.592 -0.300 0.728 0.66
C 4.76626 -0.12824 0.64298 -0.635 -0.279 0.883 -0.83
N 3.60999 0.61072 1.40936 2.601 -1.705 -0.271 0.14
C 4.39826 1.58109 2.36769 -1.768 0.049 -1.530 -0.79
C 2.82398 1.26641 0.33932 -0.482 0.814 1.143 -1.28
C 2.81487 -0.33097 2.34364 2.845 -0.357 1.545 1.54
C 2.47450 -1.76716 1.86134 1.960 2.892 1.098 -0.78
O 1.68003 -1.65750 0.76834 13.727 1.203 3.661 0.63
H 5.49149 -0.45965 1.38616 0.053 0.219 -0.091 0.42
H 5.20123 0.56425 -0.07769 -0.047 0.033 0.256 0.40
H 4.42880 -1.02989 0.13186 -0.446 0.321 -0.046 0.24
H 4.89289 2.34552 1.76845 -0.110 -0.076 -0.084 0.38
H 5.15012 1.04703 2.94873 -0.535 -0.116 0.052 0.40
H 3.55993 2.02024 2.90847 0.647 0.238 0.606 0.33
H 2.44668 0.56489 -0.40473 1.535 -0.248 0.391 0.75
H 3.41815 2.10890 -0.01462 -0.184 -0.210 -0.444 0.66
H 1.86348 1.59440 0.73676 1.025 0.771 0.283 0.05
H 1.94448 0.23655 2.67293 2.192 -0.903 0.132 -1.21
H 3.51604 -0.44559 3.17027 0.059 -0.041 0.248 0.50
H 1.90090 -2.25420 2.64993 1.689 -0.035 0.107 0.96
H 3.35872 -2.31940 1.54311 0.083 -0.079 0.549 0.70
H 0.91388 -1.12031 0.98290 2.177 2.868 1.680 -1.98
C -1.00588 -0.23224 -0.15630 -0.246 -0.320 0.745 -3.23
C -0.08482 0.68125 0.60268 0.190 -1.775 -1.070 0.57
O 0.74833 0.04616 1.53596 -2.051 2.824 -6.693 -0.51
H -1.76621 0.42237 -0.58229 0.692 -0.461 -0.312 1.60
H -1.51569 -0.88830 0.54924 -0.054 0.077 -0.026 -0.02
H -0.57181 -0.91105 -0.89040 -0.097 1.115 0.665 0.97
H -0.72234 1.37645 1.14890 0.048 0.201 -0.241 -0.73
H 0.57256 1.12076 -0.14751 -0.908 -0.224 2.183 -2.64
C -1.55835 3.14804 -2.92215 -3.791 2.220 2.067 0.42
O -2.34808 3.90357 -3.49490 0.876 -0.638 0.187 -0.69
N -1.08786 3.42701 -1.67287 -2.830 2.191 -2.439 0.24
C -0.20939 2.61675 -0.99697 0.432 2.537 2.244 0.61
C -1.59114 4.66158 -1.07779 2.045 1.011 1.531 -1.33
H -1.18756 2.17884 -3.29008 -2.852 1.731 2.932 -0.16
H 0.60206 3.30225 -0.75256 1.087 0.060 0.641 -0.02
H 0.29992 1.71719 -1.34265 -2.634 3.513 -0.793 -0.50
H -0.67442 2.41715 -0.03156 0.714 0.303 -0.901 0.09
H -2.07127 4.43195 -0.12655 1.320 1.853 -2.367 0.20
H -0.74873 5.19384 -0.63605 0.637 0.692 -0.685 0.35
H -2.20166 5.32375 -1.69171 0.335 -0.596 -0.330 0.39
C 0.14580 -4.18152 1.81759 -0.060 -1.865 -4.058 -0.45
O 0.54642 -3.38048 2.63535 4.740 -10.925 1.845 -0.40
N 0.02230 -3.86394 0.51048 0.709 -0.002 0.321 0.42
C -0.44424 -4.88513 -0.40263 0.173 -1.018 -0.015 -1.08
C 0.56528 -2.70277 -0.19406 -7.286 -2.425 -3.626 -0.61
H -0.14018 -5.23183 1.98272 0.000 0.427 0.684 0.29
H -0.36131 -4.54157 -1.43374 0.078 -0.050 0.280 0.32
H -1.48980 -5.13350 -0.22034 0.120 -0.203 -0.019 0.30
H 0.21846 -5.73223 -0.22554 -0.423 -0.469 -0.484 0.45
H 1.51485 -2.85480 -0.70719 -0.645 -0.594 -0.311 0.53
H -0.26117 -2.33559 -0.80255 0.761 -2.126 -1.431 0.36
H 0.55531 -1.80393 0.42245 -6.586 -5.100 -4.137 0.34
C 0.68720 1.47132 -4.34854 -0.747 -0.404 0.249 -0.10
O -0.47468 1.80045 -4.10579 5.462 -3.616 -7.173 -0.41
N 1.32809 0.70474 -3.48248 1.441 -1.759 1.615 0.34
C 2.58961 -0.04185 -3.84980 -1.097 0.774 2.131 -0.71
C 0.87516 0.44445 -2.05477 2.558 -1.435 -3.071 -0.71
H 1.32151 1.69174 -5.22104 -0.652 0.372 -0.169 0.38
H 2.89305 -0.16238 -4.88976 -0.425 0.615 0.086 0.42
H 2.39210 -1.02133 -3.41426 0.497 -0.223 -0.274 0.23
H 3.27665 0.50444 -3.20355 1.082 -0.578 -0.568 0.27
H -0.20504 0.56097 -1.96705 2.529 -0.280 -0.414 -2.42
H 1.23429 -0.53788 -1.74791 -0.363 -0.576 -0.521 0.55
H 1.37140 1.06132 -1.30556 0.942 -0.214 -1.839 1.74
C -2.76462 3.32770 0.85709 -0.322 -1.332 0.669 -0.14
C -3.61567 2.16322 1.32982 0.298 2.675 1.906 0.05
O -4.21214 2.38009 2.37797 0.071 -1.639 -1.064 -0.58
C -3.60100 0.91878 0.51779 -1.155 -0.511 0.796 0.09
H -1.82862 3.01289 0.39571 -1.090 -0.444 0.561 -0.28
H -2.48275 4.05568 1.61781 -0.327 -0.381 0.687 0.51
H -3.16796 4.00138 0.10106 -1.995 -1.438 0.458 0.54
H -4.40983 0.26946 0.85289 -0.322 0.146 -0.132 0.60
H -2.71250 0.29190 0.59321 -0.870 0.921 0.869 0.06
H -3.70487 1.11076 -0.55013 -0.067 0.944 0.527 0.61
C -3.78171 -1.11305 -1.67268 1.063 -0.752 0.004 -1.61
C -2.36283 -1.51084 -2.13749 0.794 0.614 -0.547 0.88
O -1.77201 -2.53935 -1.80924 -1.966 0.788 -1.194 -0.49
C -1.54430 -0.45593 -2.94906 -2.500 -1.655 0.261 -0.38
H -3.86634 -0.10325 -1.27113 0.287 -0.689 -1.151 0.31
H -4.03070 -1.74403 -0.81947 -0.486 -0.239 -0.671 0.24
H -4.45936 -1.19633 -2.52237 -0.139 -0.227 0.129 0.56
H -1.29164 0.29051 -2.19600 -2.031 -0.399 -1.518 0.59
H -2.18257 -0.01262 -3.71338 0.332 0.007 -0.151 0.58
H -0.63835 -0.94824 -3.30260 -0.264 0.193 -0.296 0.35
C -2.78468 -2.94468 0.80690 0.127 -0.947 2.246 -0.58
C -2.22519 -3.19117 2.17224 0.357 -0.557 2.239 0.22
N -1.73824 -3.35053 3.23246 -3.290 0.010 -2.654 -0.58
H -1.98134 -2.69084 0.11530 -0.744 0.061 0.264 0.16
H -3.58513 -2.22876 0.99355 0.120 0.140 -0.504 0.40
H -3.22599 -3.89760 0.51488 -0.160 0.137 -0.294 0.65
```
Forces are in eV/Å.

* DFT total energy: -1860.4400 a.u.
* net charge: +2
* gap between HOMO and LUMO: 0.2346 Eh
* 2S+1: 1


Record 2
A 7-piece molecular cluster, C24H63NO8 overall, computed with ωB97M-V with the def2-TZVPD basis set.

Geometry as XYZ:
```
96
Properties=species:S:1:pos:R:3:forces:R:3:mulliken_charge:R:1
C 1.24647 -2.77220 -3.40694 0.432 0.037 0.289 -1.26
C 1.59555 -1.40669 -2.80492 -0.365 -0.503 0.349 0.12
N 2.28270 -1.55332 -1.49630 0.088 0.557 -0.279 -0.31
C 1.64194 -0.86198 -0.39892 0.346 -0.182 0.255 0.29
C 0.46555 -1.64416 0.17615 -0.322 0.131 -0.412 -0.84
O -0.45917 -2.10020 -0.80095 0.193 0.090 0.191 -0.33
C -1.44970 -1.14015 -1.09076 -0.085 -0.009 -0.214 -0.10
O 2.64630 -0.75511 0.61129 -0.066 0.344 -0.264 -0.55
C 2.29521 0.11090 1.68238 0.123 -0.575 0.144 -1.53
H 1.86371 -3.50498 -2.89873 0.115 -0.212 0.011 0.49
H 0.21887 -3.04178 -3.19936 -0.251 -0.047 -0.140 0.17
H 1.47776 -2.83630 -4.46566 -0.204 0.111 -0.187 0.20
H 0.67195 -0.85549 -2.64886 -0.051 0.255 -0.106 -0.13
H 2.20032 -0.83238 -3.49936 0.262 0.123 -0.039 0.56
H 3.18850 -1.10125 -1.57682 0.070 -0.279 0.080 0.26
H 1.35096 0.16662 -0.66115 -0.195 0.104 -0.151 0.32
H 0.87355 -2.50644 0.69277 0.014 -0.178 0.048 0.36
H -0.07133 -0.99626 0.86993 0.022 -0.038 0.387 0.45
H -2.01239 -1.50350 -1.94315 -0.082 -0.092 -0.094 -0.28
H -1.03334 -0.16658 -1.36145 0.132 0.092 0.029 0.38
H -2.14602 -1.00254 -0.26213 -0.001 -0.014 0.166 0.16
H 3.21991 0.47280 2.12219 0.108 0.198 -0.061 0.47
H 1.67303 0.94032 1.35048 -0.021 0.207 -0.074 0.55
H 1.77358 -0.43823 2.46492 -0.249 -0.011 0.073 0.53
C -0.67570 -0.58580 -8.20294 0.070 0.071 -0.086 -1.01
C 0.34161 -1.57020 -7.64527 -0.355 0.075 0.225 0.34
C -0.33385 -2.77830 -7.01796 0.115 -0.146 -0.023 -0.85
O 1.17519 -0.92224 -6.68401 0.140 0.001 -0.082 -0.53
H -1.32290 -0.21542 -7.40287 -0.035 -0.069 0.016 0.07
H -0.17343 0.27507 -8.64496 0.016 -0.025 -0.018 0.32
H -1.30343 -1.05208 -8.96400 -0.012 -0.003 0.013 0.38
H 1.00607 -1.89641 -8.44612 0.113 0.039 0.048 0.31
H -0.96011 -2.47223 -6.17725 -0.075 0.022 -0.045 -0.10
H 0.40790 -3.47398 -6.62563 0.021 -0.008 -0.055 0.27
H -0.95624 -3.30704 -7.74194 -0.025 0.015 0.016 0.44
H 0.60800 -0.62444 -5.96289 0.030 -0.021 -0.010 0.33
C 4.42033 1.80415 -2.44027 -0.101 0.087 -0.051 -1.01
C 4.74301 2.56220 -1.16129 0.055 -0.342 -0.018 0.32
C 5.99147 2.01518 -0.48621 0.016 0.070 0.094 -1.27
O 3.63422 2.51512 -0.26512 -0.046 0.122 -0.006 -0.55
H 4.23024 0.75024 -2.21693 0.080 -0.008 0.018 0.04
H 3.52310 2.20863 -2.90993 0.018 0.025 0.003 0.29
H 5.24277 1.85929 -3.15458 0.005 -0.021 0.003 0.45
H 4.88728 3.61822 -1.39293 -0.061 0.045 0.042 0.34
H 5.84420 0.96782 -0.20784 -0.008 -0.026 -0.069 0.29
H 6.20706 2.57132 0.42648 -0.001 0.031 -0.024 0.32
H 6.85867 2.07705 -1.14522 -0.003 -0.015 -0.006 0.40
H 3.48371 1.58950 -0.03970 0.025 -0.071 0.006 0.36
C -4.28138 -3.05265 1.18147 0.063 0.129 -0.027 -1.22
C -5.18635 -2.95014 -0.03642 0.061 -0.327 0.123 0.28
C -5.97257 -4.23193 -0.26127 -0.073 0.041 -0.119 -1.33
O -4.41605 -2.63144 -1.19892 0.037 0.044 -0.202 -0.49
H -3.54975 -3.85377 1.04741 -0.043 -0.050 0.002 0.32
H -3.72744 -2.12526 1.32988 -0.036 0.013 0.010 0.26
H -4.85741 -3.26048 2.08372 -0.004 -0.017 -0.004 0.43
H -5.87800 -2.11691 0.09224 0.025 0.064 -0.081 0.23
H -5.29250 -5.06950 -0.43745 0.027 -0.003 0.068 0.35
H -6.61419 -4.13971 -1.13796 -0.011 0.026 0.019 0.33
H -6.59435 -4.47056 0.60235 0.014 -0.004 0.010 0.42
H -3.78564 -3.35090 -1.33502 0.031 0.018 0.112 0.33
C -2.92707 -0.87466 -4.70014 0.135 0.025 -0.049 -0.92
C -3.84428 -1.99242 -5.17308 -0.086 0.204 0.299 0.51
C -5.27572 -1.50495 -5.33623 -0.072 -0.097 -0.048 -1.49
O -3.78784 -3.08413 -4.25821 0.083 -0.065 -0.113 -0.55
H -3.25125 -0.49904 -3.72581 -0.096 0.020 -0.035 0.39
H -1.90632 -1.24366 -4.58195 0.000 -0.002 -0.012 -0.06
H -2.91915 -0.03967 -5.40365 -0.009 0.007 0.012 0.39
H -3.48305 -2.38333 -6.12585 0.028 -0.080 0.018 0.44
H -5.66651 -1.14896 -4.37936 0.049 0.053 0.007 0.30
H -5.91917 -2.31846 -5.67178 0.025 -0.004 -0.030 0.35
H -5.33772 -0.69005 -6.05940 0.005 0.008 0.010 0.40
H -4.09630 -2.76170 -3.40193 -0.159 0.027 0.052 0.37
C -0.14247 1.93212 6.76338 -0.022 -0.093 0.052 -1.25
C 0.41113 1.27746 5.50851 -0.231 0.317 -0.039 0.48
C 0.91180 2.31012 4.51079 0.075 -0.082 -0.095 -0.74
O -0.57568 0.44251 4.89681 0.099 -0.099 -0.013 -0.53
H -0.99640 2.57071 6.51463 0.041 0.040 -0.062 0.37
H -0.49452 1.17661 7.46604 0.040 -0.014 0.002 0.32
H 0.61310 2.54105 7.26044 -0.014 -0.030 0.002 0.26
H 1.22985 0.61017 5.78013 -0.030 -0.094 -0.027 0.28
H 0.09426 2.96137 4.18885 -0.015 0.034 0.078 0.37
H 1.30467 1.81764 3.62111 0.037 0.015 0.025 -0.17
H 1.69716 2.93260 4.94167 -0.011 0.008 0.004 0.33
H -1.31808 1.00491 4.64767 0.023 -0.030 0.027 0.33
C 1.76488 5.26346 11.07912 -0.026 -0.116 0.073 -1.22
C 2.29138 4.60970 9.81082 -0.166 0.328 -0.019 0.35
C 2.80727 5.64314 8.82097 0.049 -0.089 -0.096 -1.27
O 1.27630 3.80679 9.20704 0.093 -0.061 0.020 -0.51
H 0.92782 5.92730 10.84591 0.041 0.053 -0.036 0.33
H 1.40143 4.50840 11.77632 0.034 -0.013 -0.004 0.32
H 2.54003 5.85019 11.57364 -0.004 0.014 -0.009 0.37
H 3.09505 3.91823 10.06565 -0.030 -0.087 -0.028 0.24
H 2.00117 6.31820 8.52048 -0.007 0.035 0.067 0.34
H 3.18206 5.15695 7.91983 0.023 -0.016 0.025 0.30
H 3.61067 6.24036 9.25394 -0.010 0.012 0.005 0.39
H 0.54405 4.38754 8.96834 0.023 -0.023 0.029 0.33
```
Forces are in eV/Å.

* DFT total energy: -1608.8261 a.u.
* net charge: 0
* gap between HOMO and LUMO: 0.3498 Eh
* energy relative to the best compared isomer or geometry (same formula, charge and spin): 11.3 kcal/mol
* 2S+1: 1
* SMILES string: CCN[C@@H](COC)OC.CC(C)O.CC(C)O.CC(C)O.CC(C)O.CC(C)O.CC(C)O